DFT (the ωB97M-V functional and the def2-TZVPD basis) results for a molecular structure, C21H36Cl3FLiN4O9SSi at a distorted geometry.

Computed properties:
- LUMO (eV) = -1.56
- molar mass (g mol⁻¹) = 680.989
- energy (eV) = -105949.977
- total charge = -1
- largest force on an atom (eV/Å) = 2.41
- energy relative to the best compared isomer or geometry (same formula, charge and spin) (eV) = 1.357

Each line ends with the Mulliken charge.
Cartesian coordinates (Å):
C 4.12567 -5.02696 1.00572  -1.0566
C 4.38575 -4.10282 -0.25823  -0.1345
O 4.13175 -2.77588 0.16919  -0.3485
C 3.02287 -2.16537 -0.52213  -1.1318
C 1.60504 -2.69664 -0.06135  0.6581
O 0.98816 -1.91809 0.95246  -0.2753
C -0.44404 -1.92940 0.82072  -0.2430
Si -1.21900 -3.66907 0.95940  0.5477
F -2.55961 -3.74199 1.92800  -0.3232
N -1.46677 -4.28548 -0.69203  -0.0342
C -1.38383 -5.49170 -0.72300  0.5366
O -1.60334 -6.62000 -0.82804  -0.5248
H 3.05125 -5.29181 1.11895  0.0567
H 4.69428 -5.99355 0.96552  0.4328
H 4.37197 -4.39129 1.91887  0.1920
H 5.40704 -4.25033 -0.68427  0.3667
H 3.59701 -4.39921 -0.99548  0.3081
H 3.14967 -2.38849 -1.61176  0.5033
H 3.10922 -1.05577 -0.43127  0.2420
H 1.77990 -3.72827 0.34252  -0.3863
H 0.97829 -2.72293 -0.99325  0.4583
H -0.78498 -1.51267 -0.16533  0.1088
H -0.92755 -1.31405 1.62014  0.3177
H -0.19998 -4.55153 1.58824  -0.2844
C -2.20256 2.25122 -1.73772  -1.5615
C -0.92749 1.62324 -1.24465  0.8822
O -0.86560 0.97605 -0.20995  -0.5821
N 0.19888 1.80095 -1.99908  0.0101
C 0.33421 2.52808 -3.24160  -1.0116
H -3.00619 2.03119 -1.04791  0.1744
H -2.08050 3.34071 -1.79656  0.4900
H -2.46780 1.84607 -2.71271  0.5215
H 1.01606 1.35705 -1.61057  0.1470
H 0.69890 1.84318 -4.01124  0.3246
H 1.07208 3.32200 -3.09098  0.3367
H -0.60614 2.96391 -3.56491  0.3222
O -1.52095 -1.47170 -2.82271  -0.7133
S -2.87856 -1.32111 -2.23835  0.9633
O -3.76048 -2.39763 -2.74664  -0.5715
O -3.43180 0.00063 -2.60329  -0.7269
O -2.78714 -1.43014 -0.76062  -0.6677
C -6.74454 2.12540 -0.56957  -0.8181
C -5.41427 2.64899 -0.20805  0.4388
N -4.37774 3.03718 0.07229  -0.4320
H -7.33065 2.90583 -1.05394  0.2801
H -6.63347 1.28382 -1.25388  0.2779
H -7.26620 1.79079 0.32629  0.2666
C 0.56707 5.71108 -1.02719  0.1526
O 0.96621 6.45166 -1.90922  -0.6479
N -0.23930 6.07537 -0.00668  0.1146
C -0.67393 5.12898 1.00620  -0.9542
C -0.68399 7.45243 0.07688  -1.0093
H 0.84282 4.64412 -0.99514  0.3042
H -1.76422 5.06871 1.00027  0.3870
H -0.33509 5.47133 1.98794  0.3700
H -0.26382 4.13802 0.81297  0.2662
H -1.23595 7.70994 -0.82931  0.3128
H 0.18531 8.10966 0.15217  0.2870
H -1.32393 7.59057 0.94673  0.3929
C 3.17401 2.07357 3.82659  -0.3971
C 4.47317 2.51239 3.60040  -0.4006
C 5.31878 1.78321 2.77460  -0.4043
C 4.86162 0.61920 2.16749  -0.2930
C 3.56173 0.18142 2.39187  -0.2103
C 2.71912 0.90714 3.22396  -0.5472
H 2.51500 2.64140 4.47275  0.3757
H 4.82654 3.42402 4.06850  0.3594
H 6.33391 2.12235 2.60237  0.3475
H 5.51953 0.05234 1.51787  0.4088
H 3.20156 -0.72160 1.91354  0.3146
H 1.70718 0.56365 3.40100  0.4034
C -5.36816 -6.35762 -0.93065  0.2236
Cl -6.01631 -7.64136 -1.97298  -0.1797
Cl -4.97408 -4.92471 -1.86841  0.0118
Cl -6.52157 -5.97152 0.35922  -0.1626
H -4.45734 -6.72589 -0.47005  0.1241
Li 6.25729 -5.12221 2.40909  0.7136